No. 1
Entry from the Open Molecules 2025 dataset: C17H15F6GaN7O6S2Se3Te as an isolated structure (ωB97M-V/def2-TZVPD).

Properties
Total energy   -12284.4354 Eh
Orbital gap   5.1408 eV
Net charge   -1
Relative energy (zero: lowest compared OMol25 entry of this formula, charge and spin)   1.618 eV

Element x y z (Å)
Ga -1.0984 0.8324 -1.4699
Se 0.0629 3.2908 -2.3049
Se 0.0483 5.2890 -0.8129
Te -2.2922 5.9818 -1.1515
Se -2.2040 2.7543 -2.1794
F 1.7339 -1.4937 -3.7152
C 0.8440 -0.7706 -4.4079
F 1.1226 -0.8828 -5.7020
F 0.9743 0.4931 -4.0401
S -0.8665 -1.4412 -4.0477
O -1.3202 -0.6386 -2.9019
O -0.6473 -2.8203 -3.7412
N -1.7169 -1.2948 -5.3259
S -2.1527 0.1046 -5.9647
O -1.3932 1.2075 -5.4583
O -2.3443 -0.0649 -7.3677
C -3.8634 0.3054 -5.2972
F -4.3620 1.4643 -5.7189
F -3.8729 0.2909 -3.9681
F -4.6493 -0.6831 -5.7341
C 1.9601 1.6465 0.1547
C 1.5797 0.2405 -0.1401
N 0.5388 -0.1821 -0.8414
C 0.5335 -1.5682 -0.8033
C 1.6013 -1.9827 -0.0918
N 2.2570 -0.8345 0.3187
C 3.4398 -0.8215 1.1514
N 3.2155 -1.5153 2.3861
N 3.7773 -2.7307 2.5939
N 3.3877 -3.1923 3.7173
C 2.5241 -2.2787 4.2896
C 1.8237 -2.3180 5.4997
C 1.0141 -1.2452 5.7876
C 0.8907 -0.1521 4.9008
C 1.5740 -0.0981 3.7084
C 2.4007 -1.1901 3.4307
H 1.1499 2.3079 -0.1255
H 2.8508 1.9363 -0.4068
H 2.1440 1.7896 1.2200
H -0.2223 -2.1474 -1.3008
H 1.9572 -2.9646 0.1667
H 3.7119 0.2143 1.3442
H 4.2621 -1.3296 0.6516
H 1.9204 -3.1620 6.1688
H 0.4524 -1.2324 6.7124
H 0.2400 0.6748 5.1551
H 1.4461 0.7463 3.0429
O -0.1959 2.3160 2.7182
C -1.1094 1.6945 2.2275
C -2.3503 1.2154 2.9873
C -3.0113 0.2310 2.0245
C -2.1758 0.4141 0.7895
O -2.3790 -0.1736 -0.3189
N -1.1712 1.2560 0.9095
H -2.9742 2.0859 3.1917
H -2.0555 0.7811 3.9409
H -4.0529 0.4521 1.7938
H -2.9577 -0.8074 2.3544

No. 2
Entry from the Open Molecules 2025 dataset: C17H15FN4O2S in the gas phase at a distorted geometry (ωB97M-V/def2-TZVPD).

Properties
Total energy   -1524.2515 Eh
Orbital gap   8.0886 eV
Net charge   0
SMILES   CN1c2ccc(Nc3ccc(F)cc3)cc2-c2c(cnn2C)S1(=O)=O
Relative energy (zero: lowest compared OMol25 entry of this formula, charge and spin)   4.104 eV

Element x y z (Å)
C -1.6168 -0.3751 -3.6389
N -0.8273 0.7042 -3.0746
C -0.6165 0.6787 -1.7148
C -1.7764 1.0872 -0.9596
C -1.6983 1.0812 0.3983
C -0.4873 0.8203 1.0371
N -0.2929 0.9659 2.3639
C -0.8947 0.1124 3.1957
C -1.6341 -1.0188 2.7726
C -2.2805 -1.8994 3.5992
C -2.2312 -1.6484 4.9114
F -2.9179 -2.4292 5.8437
C -1.5022 -0.5289 5.4189
C -0.7894 0.2798 4.5484
C 0.6491 0.5301 0.2482
C 0.6206 0.4428 -1.0992
C 1.7849 0.1113 -1.8738
C 1.6912 0.3876 -3.2452
C 2.8698 -0.0470 -3.8499
N 3.6782 -0.5015 -2.9473
N 3.0468 -0.4092 -1.7345
C 3.7190 -0.8800 -0.5282
S 0.4373 1.4570 -3.8533
O 0.4221 1.4339 -5.3082
O 0.8745 2.7556 -3.3424
H -2.6742 0.0301 -3.8126
H -1.3275 -0.5043 -4.6828
H -1.5338 -1.1486 -2.9723
H -2.7361 1.2559 -1.3285
H -2.6090 1.2855 1.0086
H 0.2962 1.7323 2.7164
H -1.4649 -1.3624 1.7460
H -2.8142 -2.8413 3.3147
H -1.6819 -0.2488 6.4642
H -0.2479 0.9900 5.0280
H 1.5845 0.5493 0.7610
H 3.2100 0.1625 -4.8123
H 3.8628 -1.9280 -0.5134
H 3.1587 -0.6625 0.3592
H 4.7493 -0.4201 -0.4437

No. 3
Entry from the Open Molecules 2025 dataset: C17H15I2N2O5Ru as an isolated structure (ωB97M-V/def2-TZVPD).

Properties
Total energy   -1832.7712 Eh
Expectation value of S²   8.77
Orbital gap (spin up / spin down)   7.4947 / 6.2413 eV
Net charge   0
Multiplicity   6

Element x y z (Å)
Ru -1.3537 1.1869 -0.1692
C -2.4937 4.4154 2.3591
O -1.7166 4.1710 3.5318
C -0.9195 3.0817 3.6685
C -0.3858 2.9048 4.9267
C 0.4536 1.8307 5.2397
C 0.7597 0.9197 4.2650
C 0.2440 1.0807 2.9627
C 0.6298 0.0865 2.0020
N 0.3160 0.0377 0.7496
N 0.8189 -1.1301 0.1513
C 1.0158 -1.1173 -1.0995
O 0.9055 0.0474 -1.8397
C 1.4814 -2.3310 -1.8071
C 1.2048 -3.5807 -1.2573
C 1.6438 -4.7272 -1.8943
C 2.3625 -4.6349 -3.0810
C 2.6485 -3.3919 -3.6225
C 2.2110 -2.2375 -2.9874
C -0.5927 2.1667 2.6396
O -1.0337 2.3625 1.4133
H -3.0902 5.2897 2.6076
H -3.1510 3.5766 2.1331
H -1.8668 4.6268 1.4959
H -0.6484 3.6368 5.6799
H 0.8439 1.7250 6.2420
H 1.3966 0.0701 4.4763
H 1.2514 -0.7301 2.3631
H 0.6380 -3.6380 -0.3378
H 1.4211 -5.6960 -1.4675
H 2.7027 -5.5332 -3.5792
H 3.2209 -3.3124 -4.5369
H 2.4752 -1.2749 -3.4030
I -3.3325 -0.4474 0.2985
I -1.5278 3.0281 -2.0075
C -1.9176 -0.6009 -3.8841
O -0.9627 -0.5773 -2.8029
C 0.1982 0.0136 -3.0323
O 0.5973 0.5328 -4.0205
H -2.2685 -1.6250 -3.9654
H -1.4484 -0.2693 -4.8056
H -2.7310 0.0641 -3.6051

No. 4
Entry from the Open Molecules 2025 dataset: C17H15KN3O4 as an isolated structure at a distorted geometry (ωB97M-V/def2-TZVPD).

Properties
Total energy   -1722.1604 Eh
Orbital gap   7.8924 eV
Net charge   -1
Relative energy (zero: lowest compared OMol25 entry of this formula, charge and spin)   0.000 eV

Element x y z (Å)
K -2.8430 0.5587 2.6515
N -3.3740 3.6953 2.4399
C -4.3622 4.0624 3.4303
C -5.1988 2.8984 3.9966
O -5.9522 3.2561 4.9283
O -5.1234 1.7599 3.4394
H -3.0727 4.4844 1.8805
H -3.9083 3.0918 1.8443
H -5.1613 4.7597 3.0371
H -3.8586 4.6100 4.2841
O -0.7456 -2.2078 2.5070
C -0.4482 -1.6046 1.5032
N 0.7879 -1.6733 0.8914
C 0.8430 -0.9350 -0.3727
C -0.4911 -0.1200 -0.1772
O -0.8212 0.8386 -0.8605
N -1.2301 -0.6877 0.8052
C 2.1321 -0.1317 -0.4412
C 3.3296 -0.5810 0.1433
C 4.4953 0.1588 -0.0414
C 4.4918 1.3756 -0.7177
C 3.2950 1.8236 -1.2949
C 2.1196 1.0577 -1.1534
C 0.6247 -1.8987 -1.5538
C 1.6023 -1.9703 -2.5524
C 1.4555 -2.8831 -3.6445
C 0.4368 -3.7919 -3.6555
C -0.5510 -3.7252 -2.6908
C -0.4922 -2.7557 -1.6525
H 1.3508 -2.5387 0.9655
H 3.2608 -1.3903 0.8115
H 5.4816 -0.1005 0.4405
H 5.3860 2.0167 -0.7552
H 3.2006 2.7679 -1.8009
H 1.1786 1.4286 -1.5226
H 2.4491 -1.2798 -2.6004
H 2.1458 -2.8327 -4.4431
H 0.2609 -4.4826 -4.5105
H -1.4382 -4.3466 -2.6380
H -1.2554 -2.7071 -0.9204

No. 5
Entry from the Open Molecules 2025 dataset: C17H15N3O3 as an isolated structure at a distorted geometry (ωB97M-V/def2-TZVPD).

Properties
Total energy   -1046.5741 Eh
Orbital gap   5.6522 eV
Net charge   0
Relative energy (zero: lowest compared OMol25 entry of this formula, charge and spin)   8.364 eV

Element x y z (Å)
N 1.1852 5.9839 -1.9848
C 0.9252 4.8489 -1.8389
C 0.6219 3.4484 -1.6370
C -0.6677 2.9751 -1.3124
C -0.9174 1.6157 -1.1366
C 0.1381 0.6930 -1.2918
C -0.1544 -0.7501 -1.2366
C 0.6282 -1.6953 -1.9571
N 0.0395 -2.9304 -2.1637
O 0.7329 -3.9269 -2.5256
O -1.2307 -3.0019 -1.9625
C 1.4545 1.1601 -1.4841
C 1.6734 2.5310 -1.6279
H -1.4839 3.6914 -1.2414
H -1.9424 1.2579 -0.9769
H -1.2281 -1.0009 -1.1339
H 1.6967 -1.5850 -2.2517
H 2.2810 0.4531 -1.6007
H 2.6839 2.8949 -1.7836
C 1.3415 -3.6304 0.7918
C 0.1811 -2.6876 0.9963
C 0.3870 -1.2629 0.5294
N -0.3648 -0.3719 1.3637
C -1.7342 -0.4254 1.3041
C -2.5181 0.3640 2.1253
C -1.9096 1.2387 3.0320
C -0.5164 1.3820 2.9555
C 0.2355 0.6516 2.0502
O -0.8997 -3.1078 1.5282
H 2.3316 -3.1699 0.9046
H 1.2390 -4.4103 1.5428
H 1.3164 -4.0957 -0.2057
H 1.4208 -0.9359 0.4255
H -2.1420 -1.1047 0.5420
H -3.6024 0.2670 2.0360
H -2.5121 1.7667 3.7850
H 0.0022 2.0715 3.6077
H 1.3084 0.7980 1.8329

No. 6
Entry from the Open Molecules 2025 dataset: C17H15N6O7RuS2Te as an isolated structure (ωB97M-V/def2-TZVPD).

Properties
Total energy   -2671.2033 Eh
Expectation value of S²   6.03
Orbital gap (spin up / spin down)   5.2853 / 5.5581 eV
Net charge   -1
Multiplicity   5
Relative energy (zero: lowest compared OMol25 entry of this formula, charge and spin)   0.000 eV

Element x y z (Å)
Ru -0.1818 1.9705 -1.4200
O 0.3588 1.1123 2.6253
C -0.1945 1.5899 1.6280
O 0.4418 2.0371 0.6129
C -1.7041 1.5955 1.5950
C -2.3629 1.8208 2.7856
C -3.7488 1.7915 2.8405
C -4.5026 1.4715 1.7247
C -3.8357 1.1824 0.5602
C -2.4263 1.2853 0.4097
O -1.8790 1.0606 -0.7360
N -4.6523 0.7321 -0.5682
O -4.2726 -0.2413 -1.1853
O -5.6924 1.3292 -0.7848
N -4.4285 2.0585 4.0978
O -5.6469 1.9890 4.1176
O -3.7500 2.3361 5.0713
H -1.7860 2.0153 3.6775
H -5.5801 1.4308 1.7690
S 0.0221 0.6095 -3.3187
C 1.6800 1.0940 -3.3494
S 1.9375 2.4353 -2.2815
C 2.6813 0.4337 -4.0363
C 4.0421 0.8381 -3.9339
N 5.1542 1.1340 -3.8618
C 2.4139 -0.7807 -4.7268
N 2.2191 -1.7980 -5.2347
C 2.5223 -1.3919 1.4859
C 2.3951 -0.2750 0.4364
N 1.4595 -0.7055 -0.5980
C 2.0881 -1.7176 -1.4279
C 2.6537 -2.8369 -0.5204
N 2.0159 -2.6584 0.8331
C 0.5214 -2.5806 0.6730
C 0.2330 -1.2314 -0.0201
H 1.8871 -1.2021 2.3519
H 3.5453 -1.5793 1.8110
H 3.3522 -0.0655 -0.0430
H 2.0383 0.6393 0.9053
H 2.8928 -1.2695 -2.0074
H 1.3543 -2.1065 -2.1345
H 3.7297 -2.7575 -0.3702
H 2.4125 -3.8408 -0.8679
H 2.2473 -3.4536 1.4203
H 0.0804 -2.6498 1.6663
H 0.2243 -3.4462 0.0810
H -0.1466 -0.5246 0.7100
H -0.5207 -1.3435 -0.7999
Te -1.2922 4.4642 -1.6628